No. 1
Here is 10 unconnected molecules or ions with the total composition C40H100O20 at a distorted geometry from the Open Molecules 2025 dataset. Energies are from ωB97M-V with the def2-TZVPD basis set.

XYZ file:
```
160
C40H100O20 ωB97M-V with the def2-TZVPD basis set
O 13.44 -36.20 -11.38
O 4.50 -35.09 -13.12
O 12.36 -27.18 -19.15
O 16.16 -23.88 2.55
O 10.76 -37.79 -9.47
O 17.12 -25.39 0.11
O 18.07 -25.11 -9.32
O 14.16 -31.65 -7.48
O 21.80 -30.37 0.62
O 5.18 -33.15 -11.15
O 13.70 -28.68 -16.77
O 22.65 -41.43 2.28
O 23.05 -41.07 -0.51
O 16.60 -40.62 -5.62
O 6.28 -27.80 -14.86
O 19.45 -40.07 -6.39
O 16.36 -22.89 -10.72
O 16.61 -32.33 -5.86
O 20.59 -32.33 2.83
O 3.65 -27.38 -16.36
C 4.06 -33.03 -11.98
C 21.79 -40.35 -0.36
C 20.84 -31.14 3.53
C 9.49 -37.42 -8.87
C 5.73 -26.51 -15.20
C 20.56 -32.25 1.41
C 12.83 -37.19 -10.57
C 22.95 -29.73 0.19
C 16.65 -21.54 -10.97
C 14.18 -28.82 -15.46
C 2.50 -26.79 -17.01
C 23.72 -42.08 1.65
C 17.76 -33.12 -5.70
C 17.57 -25.55 1.47
C 16.83 -26.64 -0.48
C 15.38 -33.07 -5.93
C 6.70 -27.85 -13.54
C 16.49 -23.29 -9.33
C 21.91 -31.77 0.84
C 11.45 -36.72 -10.19
C 13.24 -30.54 -7.57
C 17.40 -41.36 -6.57
C 18.28 -26.46 -9.30
C 12.32 -28.43 -16.94
C 14.83 -36.23 -11.42
C 11.75 -25.90 -18.77
C 15.90 -22.59 3.02
C 4.85 -32.57 -9.91
C 18.36 -40.37 -7.23
C 4.87 -26.60 -16.48
C 15.31 -41.17 -5.45
C 11.94 -28.26 -18.42
C 4.69 -35.89 -14.23
C 17.51 -24.20 2.28
C 22.63 -41.51 3.70
C 20.46 -39.44 -7.13
C 16.72 -24.77 -9.19
C 23.17 -42.30 0.22
C 4.21 -33.74 -13.32
C 14.16 -32.11 -6.15
H 7.31 -28.72 -13.32
H 18.60 -40.84 -8.18
H 20.93 -40.18 -7.78
H 3.13 -33.37 -11.54
H 17.81 -39.48 -7.52
H 23.67 -29.67 1.01
H 15.96 -25.26 -9.80
H 8.79 -37.06 -9.62
H 11.79 -25.27 -19.66
H 10.70 -25.84 -18.48
H 3.39 -33.56 -14.01
H 21.73 -39.54 -1.09
H 17.71 -27.25 -0.67
H 17.40 -23.01 -8.81
H 22.73 -42.55 3.99
H 16.09 -21.16 -11.82
H 23.45 -40.95 4.16
H 15.19 -33.71 -5.07
H 3.82 -35.95 -14.89
H 16.78 -41.73 -7.38
H 20.02 -30.42 3.48
H 18.04 -23.40 1.77
H 4.08 -33.17 -9.42
H 1.69 -27.52 -17.01
H 24.67 -41.56 1.69
H 22.31 -42.97 0.24
H 11.55 -35.84 -9.56
H 16.08 -27.16 0.11
H 2.72 -26.76 -18.07
H 21.22 -39.04 -6.46
H 5.20 -26.12 -14.32
H 22.67 -28.70 -0.02
H 5.91 -27.85 -12.79
H 13.30 -29.98 -8.51
H 14.84 -40.55 -4.69
H 23.49 -30.13 -0.67
H 4.87 -36.95 -14.03
H 24.00 -43.04 2.08
H 5.11 -33.35 -13.79
H 13.21 -32.62 -5.98
H 9.04 -38.27 -8.35
H 18.01 -24.33 3.24
H 19.69 -31.65 1.14
H 13.68 -29.74 -6.97
H 15.46 -33.84 -6.71
H 19.32 -26.78 -9.31
H 15.23 -29.09 -15.55
H 15.67 -22.84 -8.77
H 17.68 -33.78 -4.83
H 21.68 -30.61 3.09
H 12.91 -38.15 -11.08
H 16.43 -24.97 -8.16
H 17.75 -26.97 -10.11
H 14.26 -31.30 -5.44
H 5.44 -35.49 -14.92
H 22.77 -32.04 1.45
H 17.74 -26.77 -8.41
H 2.19 -25.81 -16.65
H 14.69 -41.06 -6.34
H 14.84 -22.54 3.25
H 13.43 -37.36 -9.68
H 22.02 -32.25 -0.13
H 18.66 -32.52 -5.63
H 3.84 -31.98 -12.16
H 16.17 -21.79 2.32
H 7.32 -26.96 -13.44
H 17.84 -42.26 -6.13
H 20.29 -33.26 1.10
H 5.44 -26.99 -17.33
H 9.64 -36.57 -8.21
H 5.75 -32.72 -9.31
H 11.96 -27.54 -16.42
H 18.60 -25.92 1.44
H 15.39 -42.19 -5.08
H 20.99 -41.06 -0.57
H 16.47 -22.35 3.92
H 17.71 -21.44 -11.21
H 11.65 -29.22 -16.60
H 21.67 -41.20 4.13
H 21.56 -39.86 0.58
H 14.14 -27.98 -14.76
H 20.96 -31.29 4.60
H 16.28 -26.47 -1.41
H 15.13 -37.16 -11.90
H 12.37 -25.48 -17.99
H 6.53 -25.77 -15.24
H 12.19 -30.70 -7.36
H 15.29 -36.13 -10.44
H 10.85 -28.33 -18.46
H 10.84 -36.57 -11.08
H 13.65 -29.64 -14.98
H 16.48 -20.86 -10.13
H 23.97 -42.83 -0.30
H 17.96 -33.78 -6.55
H 15.25 -35.40 -11.98
H 20.08 -38.60 -7.71
H 4.75 -31.48 -9.92
H 12.31 -29.12 -18.98
H 4.64 -25.57 -16.76
H 17.00 -26.28 2.05
```

Properties
E_LUMO: 0.0166 Eh
energy above the lowest of the compared OMol25 structures with the same formula, charge and spin: 410.5 kJ/mol
gap between HOMO and LUMO: 0.36513 Ha
F_max: 2.65 eV/A

No. 2
Here is a gas-phase ion, C3H7NO3P (charge -1) at a distorted geometry from the Open Molecules 2025 dataset. Energies are from ωB97M-V with the def2-TZVPD basis set.

XYZ file:
```
15
C3H7NO3P ωB97M-V with the def2-TZVPD basis set
P 2.14 0.10 -0.05
O 0.14 -1.97 0.28
O 3.31 -0.19 0.81
O 2.32 0.50 -1.43
N 0.93 0.93 0.74
C -0.26 1.15 -0.01
C -0.89 -1.41 -0.35
C -1.37 0.03 0.22
H 0.79 0.60 1.67
H -1.60 0.20 1.28
H -0.73 2.09 0.40
H 0.01 1.21 -1.11
H -1.81 -1.98 -0.36
H -2.25 0.15 -0.54
H -0.72 -1.41 -1.54
```

Properties
E_LUMO: 0.1411 Eh
energy above the lowest of the compared OMol25 structures with the same formula, charge and spin: 235.9 kJ/mol
charge: -1
gap between HOMO and LUMO: 0.27220 Ha
F_max: 3.50 eV/A

No. 3
Here is a molecular structure, C33H61FNO13S6 at a distorted geometry from the Open Molecules 2025 dataset. Energies are from ωB97M-V with the def2-TZVPD basis set.

XYZ file:
```
115
C33H61FNO13S6 ωB97M-V with the def2-TZVPD basis set
S -2.01 -3.14 -1.83
S 2.25 -4.37 0.86
S -0.42 4.55 1.49
S -1.33 2.34 -3.65
S -2.90 1.91 3.73
S 2.42 -3.31 -5.17
F 0.72 -0.71 3.35
O -1.56 -3.10 -0.52
O -1.59 -1.99 -2.68
O -2.19 2.00 2.54
O -0.99 -0.81 1.23
O -2.62 2.15 -3.21
O 3.64 -3.36 -5.87
O -0.02 3.23 1.00
O 1.85 -4.85 -0.39
O -1.83 4.78 1.71
O -4.08 1.09 3.93
O -0.20 2.15 -2.75
O 1.19 -3.98 -5.61
O 3.00 -3.16 0.97
N -1.66 1.18 -0.12
C -0.98 2.39 -6.22
C -2.13 2.44 6.19
C 0.75 -4.21 1.84
C 4.62 0.76 2.85
C -3.34 3.47 4.27
C 4.36 -0.56 3.37
C 0.38 5.90 0.80
C -0.51 3.70 -5.69
C 2.05 -1.63 -4.86
C -2.48 3.80 5.53
C -4.09 -4.42 -2.45
C -2.96 -4.93 -3.35
C -2.98 0.67 -0.66
C -1.65 -4.63 -2.58
C 3.42 1.52 2.47
C 0.57 4.61 2.99
C 1.04 -5.02 2.92
C 0.76 0.12 -0.22
C 2.63 -3.72 -3.57
C 0.90 5.99 3.22
C 2.16 -1.37 -3.48
C 1.96 -6.20 2.61
C 1.99 -0.27 3.40
C 3.04 -5.66 1.72
C 3.10 -1.10 3.55
C 3.11 -2.37 -2.80
C 2.15 1.00 2.87
C 1.30 6.61 1.85
C -1.02 1.32 -5.02
C -1.76 1.75 5.15
C -0.66 0.02 0.38
C -1.14 3.96 -4.40
C -3.76 -3.16 -1.94
H 0.48 3.64 -5.71
H -0.17 2.04 -6.92
H 1.12 -1.47 -3.12
H 5.29 -1.09 3.59
H 1.21 1.16 -0.18
H -1.37 -5.35 -1.79
H -2.95 4.55 6.22
H 0.80 5.72 -0.09
H 1.53 3.99 2.86
H 1.38 1.56 2.49
H -2.04 1.77 0.77
H 1.33 6.10 4.15
H -0.31 6.69 0.67
H 1.31 -0.73 0.01
H -3.04 -4.44 -4.27
H -3.30 -0.13 0.15
H 0.19 -5.46 3.47
H 3.46 -4.38 -3.32
H -0.71 -4.76 -3.15
H 2.26 6.33 1.73
H -1.61 0.70 5.64
H 0.76 0.08 -1.29
H 3.50 -6.37 1.04
H -3.61 1.40 -0.70
H -1.31 1.88 -0.53
H -2.79 -6.05 -3.80
H -4.03 -2.43 -2.70
H -2.89 0.18 -1.50
H -4.12 -2.77 -0.92
H 2.49 -0.29 -3.37
H -4.40 3.59 4.33
H 4.15 -2.11 -3.04
H -1.45 2.45 7.01
H -2.04 2.49 -6.52
H -2.17 4.37 -4.43
H -1.79 0.70 -4.87
H 3.39 2.41 2.02
H 1.68 -4.45 3.53
H -3.14 2.07 6.61
H -0.15 -4.63 1.37
H 2.98 -0.82 -5.40
H -0.49 4.52 -6.36
H 0.04 3.98 3.91
H -5.16 -4.12 -2.78
H -4.09 -5.02 -1.62
H 1.56 -7.15 1.99
H 3.04 -2.70 -1.74
H 1.37 7.61 1.98
H 1.11 -1.27 -5.27
H 3.68 -5.22 2.32
H 0.46 -3.08 2.11
H 1.64 -4.03 -3.24
H 2.91 -2.15 4.05
H -0.03 6.56 3.56
H -0.56 4.60 -3.67
H -3.24 4.35 3.53
H 5.57 1.11 2.79
H -0.16 0.70 -4.89
H -1.54 4.33 5.34
H -0.82 1.95 4.78
H 2.28 -6.55 3.40
```

Properties
E_LUMO: -0.0654 Eh
energy above the lowest of the compared OMol25 structures with the same formula, charge and spin: 157.4 kJ/mol
charge: +1
gap between HOMO and LUMO: 0.33927 Ha
F_max: 11.13 eV/A

No. 4
Here is 6 unconnected molecules or ions with the total composition C26H45FIO16PS at a distorted geometry from the Open Molecules 2025 dataset. Energies are from ωB97M-V with the def2-TZVPD basis set.

XYZ file:
```
91
C26H45FIO16PS ωB97M-V with the def2-TZVPD basis set
I -5.54 -1.79 0.74
S -0.91 -3.03 -4.70
P -2.31 -1.36 -4.57
F -3.53 -0.11 -4.65
O 1.16 -3.31 3.03
O 10.42 -1.77 1.55
O -4.94 1.53 5.23
O 9.69 -2.29 -0.55
O -1.80 2.19 1.37
O -3.44 3.50 2.30
O 3.17 -3.78 2.12
O -6.99 1.75 4.23
O 1.47 -3.04 0.78
O -6.52 2.82 6.20
O -4.68 7.23 0.02
O -3.02 5.65 -0.08
O 8.18 -1.95 1.08
O -2.51 7.82 -0.42
O 4.75 -3.39 -1.23
O -3.98 2.02 0.69
C -4.32 2.23 6.29
C -6.22 2.01 5.14
C 3.28 0.28 -1.65
C -3.51 6.93 -0.15
C 9.51 -1.99 0.76
C 0.58 0.68 -2.11
C -3.73 -1.49 -1.93
C -2.97 2.54 1.45
C -5.47 2.68 7.13
C 7.47 -2.03 -0.13
C -5.08 -2.29 -1.34
C 4.83 -4.11 -2.54
C -1.29 7.12 -0.31
C 3.81 -1.16 -2.25
C -1.69 5.69 -0.54
C -5.19 2.51 1.23
C 3.33 -3.82 3.52
C 3.59 -2.44 -1.25
C 8.43 -2.69 -1.06
C -0.88 -0.14 -4.27
C 0.20 -0.59 -3.12
C 1.76 0.25 -1.04
C 1.93 -3.95 4.03
C -3.23 -2.36 -3.22
C -4.77 3.76 1.93
C 1.90 -3.35 1.88
H -5.39 3.97 2.80
H -5.60 1.76 1.92
H 3.81 -4.61 -2.83
H 8.31 -2.36 -2.10
H 3.96 -4.67 3.82
H -5.92 2.70 0.43
H -2.43 -3.15 -2.80
H 1.79 -3.47 5.00
H -5.27 3.64 7.63
H -5.75 1.94 7.88
H -5.98 -2.11 -2.09
H -0.57 7.47 -1.05
H -0.27 -0.08 -5.30
H -0.18 -1.45 -2.40
H 5.67 -4.92 -2.50
H 1.74 1.05 -0.16
H -3.75 3.06 5.87
H 3.28 -2.12 -0.14
H -0.87 7.27 0.69
H -4.79 4.64 1.26
H 1.61 -5.00 4.11
H 1.20 -0.87 -3.68
H -2.64 -1.67 -5.97
H -3.63 1.57 6.84
H 2.69 -3.07 -1.70
H -1.32 0.94 -4.11
H -2.93 -1.40 -1.06
H 4.01 0.78 -0.87
H -4.85 -3.44 -1.38
H -1.06 4.99 0.01
H 7.20 -1.02 -0.45
H -0.41 0.89 -1.48
H 5.12 -3.36 -3.41
H -4.10 -0.40 -2.17
H 3.25 1.03 -2.59
H 0.85 1.62 -2.76
H 3.39 -1.36 -3.34
H -1.67 5.42 -1.61
H 8.37 -3.78 -1.03
H -0.54 -3.04 -6.08
H 4.99 -1.04 -2.38
H 3.81 -2.89 3.85
H 1.47 -0.77 -0.54
H 6.55 -2.62 0.00
H -4.09 -3.04 -3.69
```

Properties
E_LUMO: 0.0144 Eh
gap between HOMO and LUMO: 0.33876 Ha
F_max: 2.98 eV/A

No. 5
Here is a gas-phase ion, C9H15N2 (charge +1) at a distorted geometry from the Open Molecules 2025 dataset. Energies are from ωB97M-V with the def2-TZVPD basis set.

XYZ file:
```
26
C9H15N2 ωB97M-V with the def2-TZVPD basis set
N -1.19 1.36 -1.04
N -0.57 -2.71 -2.36
C -0.71 -1.49 -1.89
C 0.19 -0.24 0.14
C 0.59 0.47 1.35
C -1.47 0.87 -2.16
C 0.07 -1.22 -0.70
C 1.55 1.60 1.03
C 1.46 -0.56 2.03
C -0.58 1.01 2.19
C -1.29 -0.44 -2.58
H 1.77 1.70 -0.02
H -0.21 -3.49 -1.83
H -2.06 1.47 -2.95
H -1.02 1.79 1.58
H 1.78 -0.11 2.98
H 1.05 2.44 1.40
H 2.47 1.51 1.45
H 2.34 -0.76 1.55
H 0.82 -1.96 -0.45
H -1.12 -3.12 -3.11
H -0.04 1.52 2.95
H -1.65 -0.54 -3.64
H -1.78 2.02 -0.43
H 0.98 -1.42 2.21
H -1.38 0.29 2.33
```

Properties
E_LUMO (spin up / spin down): -0.1660 / -0.1660 Eh
energy above the lowest of the compared OMol25 structures with the same formula, charge and spin: 416.9 kJ/mol
charge: +1
gap between HOMO and LUMO (spin up / spin down): 0.28735 / 0.28740 Ha
F_max: 5.13 eV/A

No. 6
Here is a molecular structure, C5H10InO3 at a distorted geometry from the Open Molecules 2025 dataset. Energies are from ωB97M-V with the def2-TZVPD basis set.

XYZ file:
```
19
C5H10InO3 ωB97M-V with the def2-TZVPD basis set
In -1.35 -0.44 0.80
O 0.10 1.10 0.44
O -1.68 1.04 2.26
O -0.22 -1.08 -0.81
C -0.86 1.98 2.31
C 0.06 2.14 1.25
C -0.31 -2.41 -1.32
C 0.88 1.02 -0.76
C 1.04 -0.46 -1.03
H -1.29 -2.80 -1.04
H 0.80 2.94 1.14
H -0.93 2.75 3.09
H -1.79 -1.87 1.58
H 0.48 -3.03 -0.88
H 1.35 -0.61 -2.08
H 0.30 1.52 -1.55
H 1.85 1.51 -0.62
H -0.21 -2.39 -2.41
H 1.79 -0.91 -0.36
```

Properties
E_LUMO (spin up / spin down): -0.3416 / -0.3953 Eh
energy above the lowest of the compared OMol25 structures with the same formula, charge and spin: 0.0 kJ/mol
multiplicity: 2
charge: +2
gap between HOMO and LUMO (spin up / spin down): 0.33644 / 0.33069 Ha
F_max: 2.73 eV/A